1.
5
Properties=species:S:1:pos:R:3:forces:R:3:mulliken_charge:R:1 method="wB97M-V/def2-TZVPD" e_above_lowest_kj_mol=73.16 e_homo_ha=-0.362 total_charge=0 lumo_ev=-1.1 gap_ev=8.73 max_force_ev_per_a=3.57
O -0.9736 0.9358 0.0469 0.049 0.239 -0.195 -0.28
O -0.4727 -0.3291 -0.2478 2.567 -0.175 1.148 -0.26
S 1.4634 -0.4692 0.2965 -3.418 0.817 0.625 0.03
H -1.5658 0.7916 0.8006 0.184 -0.223 0.054 0.34
H 1.5487 -0.9291 -0.8962 0.616 -0.657 -1.632 0.17


2.
6
Properties=species:S:1:pos:R:3:forces:R:3:mulliken_charge:R:1 method="wB97M-V/def2-TZVPD" e_above_lowest_kj_mol=42.76 e_homo_ha=-0.347 total_charge=0 lumo_ev=0.4 gap_ev=9.87 max_force_ev_per_a=3.59
O 1.0195 -0.9065 -0.9877 -0.437 -1.934 -2.520 -0.48
O -0.2638 1.5540 0.9780 -0.992 -1.404 -0.278 -0.47
S 0.5297 -1.2361 0.5783 0.053 0.221 -1.222 0.16
S -0.9718 -0.0394 0.7018 -0.078 1.412 0.945 0.12
H 0.5917 -1.4793 -1.7733 1.086 1.576 3.033 0.35
H -0.9054 2.1073 0.5029 0.367 0.129 0.042 0.32


3.
4
Properties=species:S:1:pos:R:3:forces:R:3:mulliken_charge:R:1 method="wB97M-V/def2-TZVPD" e_above_lowest_kj_mol=164.50 e_homo_ha=-0.630 total_charge=+1 lumo_ev=-4.5 gap_ev=12.69 max_force_ev_per_a=5.82
Rb 22.5552 -22.6530 -0.7548 1.304 -0.374 5.659 0.97
O 21.9870 -22.3294 -2.8542 -0.974 0.591 -3.637 -0.79
H 21.3917 -23.0773 -2.9050 -0.575 -0.220 -0.845 0.41
H 22.8426 -22.6870 -3.0914 0.245 0.003 -1.178 0.41


4.
8
Properties=species:S:1:pos:R:3:forces:R:3:mulliken_charge:R:1 method="wB97M-V/def2-TZVPD" e_above_lowest_kj_mol=298.63 e_homo_ha="-0.290 / -0.289" total_charge=0 lumo_ev="-2.3 / -2.3" gap_ev="5.53 / 5.52" max_force_ev_per_a=7.79
P -0.3942 -0.2209 -1.9605 0.134 1.216 0.205 0.29
P -1.8482 -1.1175 0.5302 0.780 0.776 -0.368 0.29
S 0.5455 -0.2549 2.1238 -4.367 -2.943 -5.739 -0.41
S -1.9377 0.6084 -0.6819 0.228 -0.155 0.059 -0.09
S -0.2603 -1.7995 -0.5835 0.185 -0.717 1.133 -0.01
S 1.3614 1.0140 -1.7025 -0.423 -1.278 -2.151 -0.18
H 1.3647 0.1589 2.8627 4.001 2.600 4.867 -0.07
H 1.1688 1.6114 -0.5883 -0.537 0.501 1.993 0.18


5.
9
Properties=species:S:1:pos:R:3:forces:R:3:mulliken_charge:R:1 method="wB97M-V/def2-TZVPD" e_above_lowest_kj_mol=136.07 e_homo_ha="-0.327 / -0.327" total_charge=0 lumo_ev="-1.8 / -1.8" gap_ev="7.06 / 7.06" max_force_ev_per_a=4.56
P -0.9410 -0.0416 0.1705 -1.347 0.673 0.119 -0.08
P 2.3297 0.1813 -0.2860 2.318 3.026 -1.811 0.04
P 0.4899 1.2467 -0.9879 -0.263 0.292 0.668 0.10
P 1.1460 1.7217 2.4785 -1.280 0.547 -1.389 0.19
S -0.5016 0.4056 2.2491 0.634 0.523 -0.161 -0.12
S 2.7999 0.8899 1.6453 0.219 0.087 0.095 -0.06
S 0.6071 3.0539 -0.1008 0.194 -0.775 1.426 -0.26
H -2.2812 0.7321 0.1700 1.904 -0.688 -0.202 0.13
H 1.6197 -0.8040 0.0742 -2.379 -3.685 1.256 0.06


6.
4
Properties=species:S:1:pos:R:3:forces:R:3:mulliken_charge:R:1 method="wB97M-V/def2-TZVPD" e_above_lowest_kj_mol=23.74 e_homo_ha=-0.356 total_charge=0 lumo_ev=-0.1 gap_ev=9.56 max_force_ev_per_a=2.20
S -0.9974 0.7821 0.0982 1.767 -1.088 -0.727 -0.18
S 1.0978 0.2024 -0.0633 -0.879 0.929 0.265 -0.20
H -1.0992 -0.1880 -0.8382 -0.957 0.446 0.186 0.20
H 0.9989 -0.7965 0.8033 0.069 -0.286 0.276 0.18


| no. | DFT total energy (eV) |
| --- | --- |
| 1 | -14958.012 |
| 2 | -25796.517 |
| 3 | -2728.420 |
| 4 | -61949.445 |
| 5 | -69693.562 |
| 6 | -21702.480 |